ORCA calculation (wB97M-V/def2-TZVPD) on 2 unconnected molecules or ions with the total composition C2H6N2.

CARTESIAN COORDINATES (ANGSTROEM)
N (-0.993, 3.893, -4.438)
N (0.279, -2.343, 4.437)
C (-0.739, 2.756, -5.011)
C (1.004, -3.231, 5.024)
H (-1.592, 1.954, -4.776)
H (2.089, -2.966, 5.133)
H (0.096, 2.274, -5.589)
H (-0.722, -2.680, 4.230)
H (0.826, -4.214, 5.388)
H (-0.249, 4.558, -4.397)

Forces on atoms 1 to 3 (eV/Å):
0.3 -2.8 -0.8
-0.9 -2.1 0.2
-2.6 -0.6 1.9

Calculated values
* charge: 0
* molar mass: 58.1 g/mol
* energy relative to the best compared isomer or geometry (same formula, charge and spin): 286.1 kJ/mol
* SMILES: C=N.C=N


ORCA calculation (wB97M-V/def2-TZVPD) on C3H5ClN2S in the gas phase.

CARTESIAN COORDINATES (ANGSTROEM)
Cl (-2.112, 1.358, 0.292)
S (0.684, 1.451, -0.551)
N (-0.523, -1.275, -0.608)
N (1.896, 0.678, 0.084)
C (-0.522, 0.833, 0.717)
C (-0.497, -0.694, 0.671)
C (-0.325, -0.741, -1.690)
H (0.515, -0.935, 1.094)
H (-0.160, -1.134, -2.725)
H (-0.434, 1.066, 1.811)
H (2.831, 0.571, -0.367)
H (-1.353, -1.179, 1.272)

Forces on atoms 1 to 3 (eV/Å):
-1.4 0.9 -0.6
-0.2 -0.8 0.9
0.0 -0.8 -1.8

Calculated values
* charge: 0
* molar mass: 136.6 g/mol
* energy relative to the best compared isomer or geometry (same formula, charge and spin): 354.1 kJ/mol


ORCA calculation (wB97M-V/def2-TZVPD) on C18H18ClNO3 in the gas phase.

CARTESIAN COORDINATES (ANGSTROEM)
Cl (1.197, 1.509, -0.606)
O (-1.023, -2.344, 1.089)
O (2.060, -2.637, 2.423)
O (-1.253, -0.157, 0.678)
N (1.473, -0.770, 1.239)
C (6.383, 1.267, -0.832)
C (-5.325, 2.244, -0.106)
C (1.231, -1.871, 1.988)
C (-3.128, 1.654, -0.867)
C (2.699, 0.776, -0.132)
C (-2.623, -0.645, -1.767)
C (-2.328, -1.771, -0.771)
C (5.097, -0.367, 0.577)
C (3.921, -0.873, 1.094)
C (3.879, 1.281, -0.643)
C (-4.001, 2.581, -0.325)
C (5.098, 0.716, -0.295)
C (-4.899, 0.051, -0.975)
C (-0.270, -2.073, 2.270)
C (-3.566, 0.379, -1.194)
C (-5.774, 0.976, -0.435)
C (-1.493, -1.303, 0.392)
C (2.695, -0.309, 0.750)
H (3.935, -1.713, 1.767)
H (-3.259, -2.175, -0.366)
H (-0.672, -1.182, 2.767)
H (-3.645, 3.569, -0.072)
H (-6.007, 2.967, 0.317)
H (0.671, -0.198, 0.970)
H (6.034, -0.822, 0.859)
H (6.904, 1.825, -0.054)
H (-1.686, -0.163, -2.048)
H (3.843, 2.121, -1.321)
H (7.038, 0.461, -1.158)
H (-6.808, 0.708, -0.271)
H (-5.258, -0.935, -1.237)
H (-2.094, 1.919, -1.029)
H (6.201, 1.935, -1.669)
H (-3.066, -1.087, -2.662)
H (-1.796, -2.594, -1.253)
H (-0.385, -2.952, 2.906)

Forces on atoms 1 to 3 (eV/Å):
0.0 0.1 -0.1
0.0 -0.3 -0.1
0.2 -0.2 0.1

Calculated values
* charge: 0
* molar mass: 331.8 g/mol
* energy relative to the best compared isomer or geometry (same formula, charge and spin): 39.2 kJ/mol
* SMILES: Cc1ccc(NC(=O)COC(=O)CCc2ccccc2)c(Cl)c1


ORCA calculation (wB97M-V/def2-TZVPD) on 16 unconnected molecules or ions with the total composition H32O16.

CARTESIAN COORDINATES (ANGSTROEM)
O (-0.630, 0.812, 4.213)
O (-2.310, -1.331, 0.199)
O (-0.498, -1.311, -3.332)
O (-0.841, 2.098, -1.373)
O (-0.674, -3.179, -1.418)
O (1.089, 0.805, -2.976)
O (-2.749, 0.387, -1.933)
O (0.616, -0.641, 2.496)
O (2.934, 1.654, -1.029)
O (2.603, -1.338, -0.559)
O (0.640, -3.090, 0.927)
O (-2.560, 0.378, 2.091)
O (1.400, 3.904, 0.316)
O (-0.649, 1.986, 1.423)
O (0.310, -0.113, -0.146)
O (2.546, 0.993, 1.615)
H (-0.370, -1.950, -2.608)
H (1.801, 0.430, 1.965)
H (0.407, -1.273, 1.798)
H (2.747, -1.629, -1.489)
H (0.089, -3.074, 0.131)
H (-3.283, 0.960, 1.820)
H (0.788, 4.588, 0.628)
H (-0.504, -0.489, -0.288)
H (-0.305, 2.359, 2.209)
H (0.339, 0.494, 0.599)
H (1.761, 0.426, -3.506)
H (-2.415, -0.210, 1.393)
H (2.237, 1.351, -1.638)
H (1.248, -1.104, 3.117)
H (-1.967, 0.955, -1.910)
H (-0.199, 0.350, 3.525)
H (1.556, -2.829, 0.617)
H (-0.353, -3.881, -2.053)
H (2.781, 1.272, -0.198)
H (-2.920, -1.873, 0.704)
H (0.946, 3.113, 0.602)
H (-2.801, 0.033, -2.865)
H (-1.562, -2.860, -1.698)
H (1.759, -0.880, -0.475)
H (-0.116, 0.824, 4.978)
H (0.382, 0.151, -2.964)
H (-0.035, 1.729, -1.736)
H (-1.343, -1.599, -3.673)
H (-0.864, 1.760, -0.509)
H (-2.954, -0.988, -0.444)
H (-1.378, 1.433, 1.749)
H (3.301, 0.397, 1.707)

Forces on atoms 1 to 3 (eV/Å):
-2.6 1.6 -0.1
-1.0 -0.7 -0.7
0.0 -0.5 0.1

Calculated values
* charge: 0
* molar mass: 288.2 g/mol
* energy relative to the best compared isomer or geometry (same formula, charge and spin): 491.4 kJ/mol


ORCA calculation (wB97M-V/def2-TZVPD) on 2 unconnected molecules or ions with the total composition C5H13NO.

CARTESIAN COORDINATES (ANGSTROEM)
O (3.163, 0.063, -0.109)
N (-0.240, -1.528, 0.138)
C (-1.440, -0.868, -0.356)
C (-0.074, 1.162, -0.891)
C (-1.189, 0.577, -0.315)
C (-0.304, -1.711, 1.620)
C (0.201, 2.628, -0.711)
H (-1.292, -2.010, 1.930)
H (1.000, 2.790, -1.437)
H (-1.853, 1.079, 0.421)
H (0.161, 0.759, -1.771)
H (2.428, -0.257, -0.744)
H (-0.627, 3.292, -0.943)
H (0.555, 2.875, 0.346)
H (-1.674, -1.302, -1.392)
H (-0.321, -2.508, -0.253)
H (3.497, -0.777, 0.222)
H (0.481, -2.443, 2.051)
H (-2.283, -1.064, 0.168)
H (-0.191, -0.759, 2.026)

Forces on atoms 1 to 3 (eV/Å):
-1.8 -0.9 -1.7
0.0 -3.5 0.2
1.9 -0.2 -3.5

Calculated values
* charge: 0
* molar mass: 103.2 g/mol
* energy relative to the best compared isomer or geometry (same formula, charge and spin): 299.8 kJ/mol
* SMILES: C/C=C/CNC.O


ORCA calculation (wB97M-V/def2-TZVPD) on a gas-phase ion, C6H7N2O2S (charge +1).

CARTESIAN COORDINATES (ANGSTROEM)
S (-0.141, -1.629, -2.400)
O (-1.457, -2.181, -2.772)
O (-0.290, 3.896, -1.013)
N (-0.138, 1.016, -1.381)
N (0.150, -0.461, 1.254)
C (0.317, 0.724, 0.993)
C (0.150, -2.178, -0.624)
C (-0.298, 0.117, -2.105)
C (-0.093, 2.979, -0.053)
C (0.047, 1.597, -0.193)
C (-0.461, -1.539, 0.590)
H (-1.504, -1.059, 0.219)
H (-0.209, -3.217, -0.636)
H (1.209, -2.062, -0.401)
H (-0.489, -2.439, 1.262)
H (-0.008, 3.457, 0.906)
H (0.772, 1.211, 1.745)
H (-0.392, 3.376, -1.835)

Forces on atoms 1 to 3 (eV/Å):
-0.8 -2.6 -1.2
0.9 0.6 0.3
0.0 -2.2 0.4

Calculated values
* charge: +1
* molar mass: 171.2 g/mol
* energy relative to the best compared isomer or geometry (same formula, charge and spin): 347.5 kJ/mol